[1]
{
  "formula": "C31H53BO10",
  "method": "ωB97M-V/def2-TZVPD",
  "elements": ["C", "C", "C", "C", "C", "B", "C", "C", "C", "C", "C", "C", "H", "H", "H", "H", "H", "H", "H", "H", "H", "H", "H", "H", "H", "O", "C", "O", "C", "C", "C", "H", "H", "H", "H", "H", "H", "H", "H", "O", "C", "O", "C", "C", "C", "H", "H", "H", "H", "H", "H", "H", "H", "O", "C", "O", "C", "C", "C", "H", "H", "H", "H", "H", "H", "H", "H", "O", "C", "O", "C", "C", "C", "H", "H", "H", "H", "H", "H", "H", "H", "O", "C", "O", "C", "C", "C", "H", "H", "H", "H", "H", "H", "H", "H"],
  "coordinates": [[0.573, 0.141, 3.544], [1.434, -0.866, 3.637], [1.969, -2.399, 3.485], [2.236, -2.825, 1.955], [0.895, -3.270, 1.145], [0.021, -1.993, 0.587], [0.549, -0.970, -0.584], [1.854, -0.073, -0.367], [2.401, 0.903, -1.512], [1.616, 1.012, -2.870], [0.308, 0.164, -3.066], [-0.222, -0.831, -1.955], [-0.104, 1.084, 3.543], [3.013, -2.392, 4.008], [1.289, -3.150, 4.050], [2.860, -2.053, 1.351], [2.906, -3.781, 1.993], [1.258, -3.835, 0.186], [0.269, -4.037, 1.734], [-1.031, -1.821, 1.125], [2.472, -0.070, 0.608], [3.363, 1.500, -1.307], [2.038, 1.752, -3.657], [-0.255, 0.304, -4.074], [-1.181, -1.428, -2.148], [-2.351, 1.705, 3.474], [-2.870, 2.057, 2.433], [-3.795, 1.281, 1.841], [-4.608, 1.691, 0.727], [-3.891, 1.448, -0.587], [-2.424, 3.312, 1.737], [-4.939, 2.727, 0.840], [-5.512, 1.073, 0.763], [-2.974, 2.038, -0.661], [-4.536, 1.704, -1.430], [-3.599, 0.397, -0.673], [-1.557, 3.087, 1.113], [-2.140, 4.045, 2.496], [-3.201, 3.781, 1.137], [8.084, -1.223, -5.761], [6.877, -1.189, -5.642], [6.310, -1.362, -4.431], [4.917, -1.142, -4.144], [4.099, -2.380, -4.451], [5.988, -1.052, -6.845], [4.543, -0.253, -4.658], [4.854, -0.928, -3.074], [4.143, -2.638, -5.512], [3.053, -2.228, -4.175], [4.488, -3.241, -3.899], [5.817, -2.040, -7.279], [6.494, -0.421, -7.578], [5.035, -0.570, -6.635], [3.320, 1.236, -6.211], [3.197, 2.396, -6.545], [2.618, 2.704, -7.721], [2.245, 4.034, -8.118], [3.411, 4.757, -8.761], [3.769, 3.504, -5.706], [1.816, 4.589, -7.280], [1.444, 3.920, -8.853], [4.241, 4.882, -8.062], [3.104, 5.744, -9.115], [3.795, 4.183, -9.609], [4.820, 3.645, -5.966], [3.695, 3.214, -4.655], [3.235, 4.447, -5.800], [4.197, -1.499, 6.643], [3.374, -1.885, 7.445], [2.217, -2.431, 7.019], [1.272, -3.097, 7.871], [0.310, -2.106, 8.494], [3.579, -1.677, 8.919], [1.780, -3.716, 8.616], [0.713, -3.784, 7.230], [0.829, -1.391, 9.137], [-0.443, -2.625, 9.092], [-0.195, -1.525, 7.718], [3.230, -0.678, 9.192], [4.647, -1.755, 9.133], [3.088, -2.423, 9.540], [-7.135, 0.435, 0.915], [-7.963, 0.052, 1.717], [-9.118, -0.493, 1.289], [-10.067, -1.155, 2.141], [-11.029, -0.160, 2.759], [-7.762, 0.263, 3.190], [-9.562, -1.772, 2.889], [-10.625, -1.843, 1.501], [-10.510, 0.556, 3.400], [-11.784, -0.676, 3.356], [-11.531, 0.419, 1.979], [-8.110, 1.263, 3.460], [-6.695, 0.184, 3.408], [-8.256, -0.480, 3.812]],
  "forces_ev_per_a": [[4.338, -4.653, 0.580], [-5.527, 3.260, -1.280], [1.142, 1.758, 0.286], [0.136, -1.178, -0.098], [0.549, 0.047, -1.011], [1.232, -0.123, 0.168], [1.459, 2.440, -2.537], [-1.123, 0.633, -3.617], [-3.601, -2.486, -0.242], [-0.800, -2.028, 3.267], [1.800, -0.121, 2.467], [3.288, 2.568, 0.403], [1.606, -2.184, 0.081], [-1.956, -0.121, -0.760], [1.003, 1.516, -1.079], [-1.275, -1.177, 1.251], [-1.110, 1.697, 0.090], [-0.471, 0.895, 1.594], [1.007, 1.352, -0.666], [-0.173, 0.136, -0.427], [-1.424, -0.180, -1.692], [-1.769, -1.017, -0.444], [-1.076, -1.626, 1.314], [1.025, -0.455, 2.080], [1.672, 1.028, 0.337], [-0.523, 0.024, -0.718], [0.362, -0.330, 0.195], [0.058, -0.013, 0.723], [-0.059, -0.157, -0.551], [0.339, 0.129, 0.029], [-0.227, 0.644, 0.131], [0.176, 0.013, 0.046], [0.896, 0.418, 0.232], [-0.058, 0.015, -0.089], [0.003, -0.032, 0.083], [-0.123, 0.073, 0.029], [-0.096, -0.001, 0.028], [0.167, -0.239, -0.047], [0.087, -0.159, -0.183], [-0.951, 0.028, 0.470], [0.648, -0.237, -0.251], [0.469, 0.199, 0.260], [-0.278, -0.044, -0.114], [0.013, -0.167, -0.136], [-0.301, 0.602, -0.228], [0.057, -0.156, -0.083], [0.276, -0.043, -0.122], [-0.074, 0.107, 0.038], [0.076, 0.038, 0.006], [-0.042, 0.133, 0.045], [0.008, 0.085, 0.054], [0.107, -0.281, 0.058], [-0.094, -0.207, 0.039], [-0.290, 0.831, -0.550], [0.350, -0.528, 0.168], [-0.324, -0.447, 0.050], [0.158, 0.222, -0.109], [0.227, -0.018, 0.041], [-0.346, 0.298, 0.486], [0.125, -0.080, 0.018], [0.104, -0.260, 0.167], [-0.104, 0.077, -0.005], [0.004, -0.079, 0.023], [-0.143, 0.059, 0.048], [-0.103, -0.003, 0.018], [0.214, -0.114, -0.174], [0.158, 0.046, -0.168], [-0.927, -0.530, 0.424], [0.580, 0.561, -0.387], [0.132, -0.307, -0.446], [-0.154, 0.161, 0.147], [0.004, 0.223, 0.053], [0.309, -0.424, 0.425], [0.047, 0.131, -0.020], [0.244, 0.148, -0.117], [-0.026, -0.121, 0.033], [0.053, 0.016, -0.049], [0.035, -0.154, 0.024], [0.008, -0.108, -0.023], [-0.119, 0.230, -0.155], [-0.188, 0.151, 0.008], [-1.763, -0.816, 0.372], [0.283, 0.381, -0.175], [0.313, -0.181, -0.455], [-0.211, 0.097, 0.193], [0.033, 0.225, 0.061], [0.366, -0.440, 0.380], [0.048, 0.145, -0.032], [0.264, 0.155, -0.120], [-0.033, -0.122, 0.037], [0.057, 0.021, -0.057], [0.020, -0.158, 0.034], [0.008, -0.103, -0.024], [-0.095, 0.236, -0.144], [-0.185, 0.156, -0.009]],
  "lowdin_charge": [0.08, -0.09, -0.20, -0.22, -0.18, -0.12, -0.12, -0.02, -0.07, -0.08, -0.07, -0.04, 0.04, 0.11, 0.12, 0.10, 0.12, 0.11, 0.10, 0.06, 0.08, 0.08, 0.07, 0.09, 0.09, 0.06, -0.52, 0.00, -0.23, -0.06, 0.01, 0.12, 0.07, 0.06, 0.08, 0.08, 0.10, 0.09, 0.07, 0.08, -0.52, 0.00, -0.23, -0.06, 0.01, 0.09, 0.12, 0.07, 0.08, 0.08, 0.10, 0.09, 0.05, 0.08, -0.51, 0.00, -0.23, -0.07, 0.01, 0.11, 0.12, 0.07, 0.08, 0.09, 0.10, 0.08, 0.07, 0.09, -0.52, -0.02, -0.23, -0.07, 0.01, 0.11, 0.12, 0.07, 0.08, 0.09, 0.10, 0.09, 0.07, 0.08, -0.48, 0.01, -0.23, -0.07, 0.02, 0.11, 0.12, 0.07, 0.08, 0.09, 0.10, 0.10, 0.07],
  "total_energy_ev": -54148.9628,
  "gap_ev": 8.74,
  "smiles": "C#CCCCBc1ccccc1.CCOC(C)=O.CCOC(C)=O.CCOC(C)=O.CCOC(C)=O.CCOC(C)=O",
  "e_lumo_ev": 0.35,
  "homo_ev": -8.39
}

[2]
{
  "formula": "C5H15Cl2N2O7P2Ti",
  "method": "ωB97M-V/def2-TZVPD",
  "elements": ["Ti", "Cl", "C", "Cl", "H", "H", "O", "P", "O", "O", "O", "P", "O", "O", "O", "H", "H", "N", "C", "C", "N", "C", "C", "H", "H", "H", "H", "H", "H", "H", "H", "H", "H", "H"],
  "coordinates": [[0.744, -0.706, 1.440], [0.674, -1.243, 4.297], [1.540, 0.211, 4.629], [3.007, -1.132, 1.178], [2.567, 0.099, 4.911], [1.240, 1.074, 4.071], [-3.091, -1.601, 0.627], [-2.370, -1.398, 2.046], [-2.897, -2.217, 3.102], [-0.859, -1.667, 1.646], [-2.442, 0.218, 2.402], [-1.525, 1.219, 1.585], [-1.681, 2.684, 2.134], [-1.878, 1.008, 0.144], [-0.037, 0.964, 1.938], [-2.885, -0.841, 0.029], [-2.294, 2.797, 2.864], [1.148, 0.151, -3.575], [1.036, 1.323, -2.653], [1.254, 0.916, -1.191], [0.360, -0.172, -0.729], [0.373, -1.304, -1.683], [0.165, -0.888, -3.122], [2.094, -0.219, -3.563], [0.919, 0.388, -4.550], [0.020, 1.664, -2.750], [1.739, 2.086, -2.965], [1.048, 1.802, -0.579], [2.296, 0.561, -1.030], [-0.608, 0.220, -0.601], [-0.415, -2.004, -1.418], [1.349, -1.812, -1.609], [-0.832, -0.446, -3.221], [0.241, -1.734, -3.804]],
  "forces_ev_per_a": [[0.500, -1.148, 0.178], [0.280, 0.452, -0.209], [0.094, -0.337, -0.251], [-0.652, 0.166, -0.050], [0.212, -0.200, 0.321], [-0.360, 0.260, -0.038], [0.117, 1.244, 0.185], [0.419, -0.848, -1.231], [-0.350, -0.122, 0.614], [0.012, 0.819, -0.003], [0.213, -0.332, 0.313], [0.580, 0.465, -0.568], [-0.738, -0.310, -0.150], [0.276, 0.497, 0.097], [-0.402, -0.045, -0.303], [-0.284, -0.488, 0.534], [-0.289, 0.169, 0.204], [-0.522, -0.177, 0.125], [0.029, 0.061, 0.488], [0.493, -0.507, 0.065], [0.050, -0.047, -0.416], [0.829, 0.160, 0.303], [-0.703, -0.286, -0.231], [0.251, -0.147, -0.001], [0.230, 0.175, 0.365], [-0.374, 0.390, -0.240], [0.029, 0.113, -0.005], [0.272, -0.200, -0.088], [-0.478, 0.436, -0.040], [0.364, -0.113, -0.117], [0.012, -0.134, 0.066], [-0.287, 0.014, 0.196], [0.192, 0.059, -0.215], [-0.015, -0.040, 0.102]],
  "mulliken_spin": [0.98, 0.08, 0.83, -0.01, 0.03, 0.06, 0.00, 0.00, 0.00, 0.01, 0.00, 0.00, 0.00, 0.00, 0.03, 0.00, 0.00, 0.00, 0.00, 0.00, -0.02, -0.01, 0.00, 0.00, 0.00, 0.00, 0.00, 0.00, 0.00, 0.00, 0.00, 0.01, 0.00, 0.00],
  "total_charge": 1,
  "total_energy_ev": -89481.7853,
  "gap_ev": [7.86, 9.81],
  "e_lumo_ev": [-3.64, -3.63],
  "spin_multiplicity": 3,
  "homo_ev": [-11.49, -13.44]
}

[3]
{
  "formula": "C21H25N3O5",
  "method": "ωB97M-V/def2-TZVPD",
  "elements": ["C", "C", "H", "H", "O", "C", "O", "C", "H", "C", "N", "C", "O", "C", "N", "C", "O", "C", "N", "C", "C", "C", "C", "C", "C", "C", "C", "C", "O", "H", "H", "H", "H", "H", "H", "H", "H", "H", "H", "H", "C", "C", "C", "H", "H", "H", "H", "H", "H", "H", "H", "H", "H", "H"],
  "coordinates": [[-0.074, 5.304, -3.820], [-0.940, 4.288, -3.091], [-1.823, 4.028, -3.677], [-1.240, 4.678, -2.113], [-0.245, 3.051, -2.899], [0.579, 2.970, -1.852], [0.765, 3.856, -1.062], [1.205, 1.590, -1.775], [1.381, 1.231, -2.793], [0.188, 0.650, -1.094], [0.751, -0.670, -0.950], [0.302, -1.820, -1.500], [0.917, -2.864, -1.405], [-1.086, -1.785, -2.156], [-2.078, -1.582, -1.123], [-2.768, -2.609, -0.586], [-2.915, -3.698, -1.088], [-3.338, -2.248, 0.799], [-2.235, -2.216, 1.744], [-1.862, -3.369, 2.370], [-0.808, -3.427, 3.209], [-0.044, -2.250, 3.464], [1.061, -2.230, 4.327], [1.765, -1.068, 4.533], [1.387, 0.113, 3.892], [0.308, 0.116, 3.040], [-0.418, -1.059, 2.815], [-1.528, -1.038, 1.880], [-1.840, -0.051, 1.213], [-0.010, 1.019, 2.539], [1.944, 1.021, 4.066], [2.615, -1.063, 5.198], [1.350, -3.143, 4.825], [-0.538, -4.355, 3.685], [-2.463, -4.235, 2.140], [-4.062, -3.004, 1.105], [-3.804, -1.260, 0.777], [-1.989, -0.747, -0.549], [-1.165, -1.018, -2.930], [-1.266, -2.768, -2.598], [1.979, -0.689, -0.176], [3.040, 0.192, -0.828], [2.510, 1.613, -0.982], [3.242, 2.242, -1.491], [2.317, 2.053, -0.001], [3.940, 0.188, -0.213], [3.294, -0.217, -1.808], [2.313, -1.726, -0.118], [1.758, -0.324, 0.834], [-0.723, 0.629, -1.689], [-0.057, 1.041, -0.100], [-0.649, 6.207, -4.004], [0.793, 5.556, -3.215], [0.264, 4.898, -4.771]],
  "forces_ev_per_a": [[-0.067, -0.357, 0.197], [-0.129, 0.503, 0.052], [0.087, 0.012, 0.110], [-0.039, -0.089, -0.166], [-0.111, -0.193, -0.299], [0.290, -0.393, 0.050], [-0.019, 0.191, 0.087], [-0.064, 0.226, 0.235], [-0.035, 0.010, 0.039], [-0.047, 0.242, -0.229], [0.249, 0.290, 0.254], [-0.409, -0.194, -0.283], [0.047, -0.321, -0.100], [0.116, -0.292, -0.129], [0.197, 0.524, -0.213], [-0.464, 0.240, 0.382], [-0.001, -0.375, -0.050], [-0.197, -0.036, -0.454], [0.032, 0.457, 0.061], [0.500, -0.586, 0.575], [-0.378, -0.204, -0.224], [-0.052, 0.443, -0.179], [0.043, 0.016, 0.026], [-0.019, -0.144, 0.024], [-0.078, 0.121, -0.095], [-0.075, 0.048, 0.020], [0.351, -0.163, 0.316], [-0.173, 0.060, -0.134], [-0.045, 0.213, 0.121], [-0.003, 0.065, -0.050], [0.029, 0.084, 0.006], [0.065, -0.026, 0.058], [0.042, -0.087, 0.050], [-0.045, -0.141, 0.006], [-0.038, -0.027, -0.036], [0.127, 0.069, -0.056], [0.037, -0.160, 0.051], [-0.101, -0.194, 0.021], [-0.001, -0.075, 0.030], [0.131, 0.213, 0.027], [0.415, -0.279, 0.028], [-0.203, 0.085, 0.173], [0.014, -0.124, -0.229], [-0.012, 0.077, 0.052], [0.012, 0.055, 0.021], [0.058, -0.026, -0.014], [0.062, -0.069, -0.021], [-0.076, 0.162, 0.071], [0.032, -0.021, -0.036], [-0.025, -0.026, 0.072], [-0.049, 0.006, -0.088], [-0.048, 0.120, -0.042], [0.050, 0.063, 0.018], [0.015, 0.010, -0.106]],
  "lowdin_charge": [-0.06, -0.21, 0.12, 0.12, 0.00, -0.47, 0.13, -0.19, 0.16, -0.10, -0.03, -0.42, 0.07, -0.07, 0.09, -0.47, 0.08, -0.03, 0.01, -0.04, -0.01, -0.16, -0.02, -0.07, -0.07, -0.03, -0.07, -0.36, 0.02, 0.12, 0.11, 0.11, 0.11, 0.11, 0.14, 0.13, 0.13, 0.09, 0.12, 0.13, -0.13, -0.15, -0.15, 0.12, 0.12, 0.11, 0.12, 0.12, 0.12, 0.12, 0.13, 0.08, 0.08, 0.08],
  "e_above_lowest_ev": 0.179,
  "total_energy_ev": -36893.0219,
  "gap_ev": 8.78,
  "smiles": "CCOC(=O)[C@H]1CCCN(C(=O)CNC(=O)Cn2ccc3ccccc3c2=O)C1",
  "e_lumo_ev": 0.31,
  "homo_ev": -8.48
}

Copy entry 2 word for word.
{
  "formula": "C5H15Cl2N2O7P2Ti",
  "method": "ωB97M-V/def2-TZVPD",
  "elements": ["Ti", "Cl", "C", "Cl", "H", "H", "O", "P", "O", "O", "O", "P", "O", "O", "O", "H", "H", "N", "C", "C", "N", "C", "C", "H", "H", "H", "H", "H", "H", "H", "H", "H", "H", "H"],
  "coordinates": [[0.744, -0.706, 1.440], [0.674, -1.243, 4.297], [1.540, 0.211, 4.629], [3.007, -1.132, 1.178], [2.567, 0.099, 4.911], [1.240, 1.074, 4.071], [-3.091, -1.601, 0.627], [-2.370, -1.398, 2.046], [-2.897, -2.217, 3.102], [-0.859, -1.667, 1.646], [-2.442, 0.218, 2.402], [-1.525, 1.219, 1.585], [-1.681, 2.684, 2.134], [-1.878, 1.008, 0.144], [-0.037, 0.964, 1.938], [-2.885, -0.841, 0.029], [-2.294, 2.797, 2.864], [1.148, 0.151, -3.575], [1.036, 1.323, -2.653], [1.254, 0.916, -1.191], [0.360, -0.172, -0.729], [0.373, -1.304, -1.683], [0.165, -0.888, -3.122], [2.094, -0.219, -3.563], [0.919, 0.388, -4.550], [0.020, 1.664, -2.750], [1.739, 2.086, -2.965], [1.048, 1.802, -0.579], [2.296, 0.561, -1.030], [-0.608, 0.220, -0.601], [-0.415, -2.004, -1.418], [1.349, -1.812, -1.609], [-0.832, -0.446, -3.221], [0.241, -1.734, -3.804]],
  "forces_ev_per_a": [[0.500, -1.148, 0.178], [0.280, 0.452, -0.209], [0.094, -0.337, -0.251], [-0.652, 0.166, -0.050], [0.212, -0.200, 0.321], [-0.360, 0.260, -0.038], [0.117, 1.244, 0.185], [0.419, -0.848, -1.231], [-0.350, -0.122, 0.614], [0.012, 0.819, -0.003], [0.213, -0.332, 0.313], [0.580, 0.465, -0.568], [-0.738, -0.310, -0.150], [0.276, 0.497, 0.097], [-0.402, -0.045, -0.303], [-0.284, -0.488, 0.534], [-0.289, 0.169, 0.204], [-0.522, -0.177, 0.125], [0.029, 0.061, 0.488], [0.493, -0.507, 0.065], [0.050, -0.047, -0.416], [0.829, 0.160, 0.303], [-0.703, -0.286, -0.231], [0.251, -0.147, -0.001], [0.230, 0.175, 0.365], [-0.374, 0.390, -0.240], [0.029, 0.113, -0.005], [0.272, -0.200, -0.088], [-0.478, 0.436, -0.040], [0.364, -0.113, -0.117], [0.012, -0.134, 0.066], [-0.287, 0.014, 0.196], [0.192, 0.059, -0.215], [-0.015, -0.040, 0.102]],
  "mulliken_spin": [0.98, 0.08, 0.83, -0.01, 0.03, 0.06, 0.00, 0.00, 0.00, 0.01, 0.00, 0.00, 0.00, 0.00, 0.03, 0.00, 0.00, 0.00, 0.00, 0.00, -0.02, -0.01, 0.00, 0.00, 0.00, 0.00, 0.00, 0.00, 0.00, 0.00, 0.00, 0.01, 0.00, 0.00],
  "total_charge": 1,
  "total_energy_ev": -89481.7853,
  "gap_ev": [7.86, 9.81],
  "e_lumo_ev": [-3.64, -3.63],
  "spin_multiplicity": 3,
  "homo_ev": [-11.49, -13.44]
}